1.
# C21H32AsCsN6O2S3

A molecular structure, C21H32AsCsN6O2S3 (ωB97M-V with the def2-TZVPD basis set, the OMol25 dataset).

The geometry in ORCA input format:
```
! wB97M-V def2-TZVPD RIJCOSX def2/J DEFGRID3
* xyz 0 1
Cs 0.318 0.664 -0.742
C 0.219 -5.239 -2.011
C 0.012 -3.817 -1.578
N 0.806 -2.851 -1.850
N 1.901 -3.172 -2.604
C 2.861 -2.234 -2.890
N 3.813 -2.716 -3.734
S 2.912 -0.714 -2.260
C -1.222 -3.467 -0.802
C -1.837 -4.420 0.002
C -3.012 -4.084 0.655
C -3.524 -2.811 0.485
C -2.821 -1.922 -0.316
N -1.698 -2.231 -0.956
H 1.034 -5.717 -1.461
H 0.454 -5.299 -3.078
H -0.678 -5.834 -1.867
H 2.026 -4.117 -2.933
H 3.636 -3.520 -4.312
H 4.501 -2.056 -4.049
H -1.403 -5.402 0.124
H -3.516 -4.805 1.286
H -4.444 -2.502 0.960
H -3.183 -0.909 -0.452
C -1.255 4.882 0.167
As -1.714 3.410 1.304
C -3.234 4.187 2.225
C -0.574 3.119 2.822
S -2.451 1.668 0.342
H -1.084 5.756 0.794
H -2.147 5.028 -0.442
H -0.401 4.656 -0.461
H -2.913 5.013 2.860
H -3.698 3.406 2.824
H -3.948 4.540 1.484
H -0.344 4.082 3.278
H 0.335 2.611 2.516
H -1.171 2.521 3.511
N 3.625 -1.223 3.552
C 2.339 -0.970 3.165
N 2.244 -0.241 2.094
C 3.568 0.026 1.741
C 4.069 0.780 0.681
C 5.436 0.884 0.546
C 6.305 0.252 1.456
C 5.828 -0.489 2.516
C 4.443 -0.585 2.638
H 3.908 -1.753 4.355
H 1.497 -1.363 3.715
H 3.401 1.273 -0.009
H 5.850 1.458 -0.271
H 7.373 0.354 1.320
H 6.503 -0.967 3.214
O 1.304 3.278 -1.771
C 1.672 3.222 -0.591
O 0.981 2.790 0.379
H 2.712 3.526 -0.337
C -1.991 -3.307 4.229
S -1.159 -2.104 3.196
C -2.382 -0.795 3.232
H -2.935 -3.629 3.784
H -2.188 -2.922 5.230
H -1.347 -4.180 4.324
H -2.449 -0.319 4.211
H -3.363 -1.184 2.957
H -2.107 -0.047 2.488
*
```

For the energy relative to the best compared isomer or geometry (same formula, charge and spin), the calculation gives 60.85 kJ/mol. The value obtained for the calculated total energy is -4748.935326 Eh. The lowest unoccupied orbital energy is 0.077 eV. The HOMO-LUMO gap is 7.78 eV.

Atomic partial charges in e from the Löwdin method, atoms 1 to 2: Cs 0.990; C -0.033

2.
# C38H65N7O5S5

12 unconnected molecules or ions with the total composition C38H65N7O5S5 (ωB97M-V with the def2-TZVPD basis set, the OMol25 dataset).

The geometry in ORCA input format:
```
! wB97M-V def2-TZVPD RIJCOSX def2/J DEFGRID3
* xyz 0 1
C 0.144 -4.029 3.278
S -0.168 -2.277 3.749
O 0.272 -1.382 2.661
C -2.047 -2.445 3.690
H -0.212 -4.280 2.215
H -0.426 -4.510 4.055
H 1.210 -4.125 3.425
H -2.398 -1.991 2.739
H -2.514 -1.919 4.516
H -2.407 -3.477 3.705
C 0.354 -2.892 -1.892
S 1.388 -3.441 -0.594
O 0.665 -4.386 0.324
C 2.317 -4.555 -1.667
H -0.250 -3.728 -2.190
H 0.930 -2.631 -2.747
H -0.343 -2.105 -1.632
H 3.245 -4.929 -1.178
H 2.599 -4.093 -2.570
H 1.618 -5.366 -1.994
C 3.304 -3.384 2.254
S 4.628 -2.760 1.315
O 4.281 -2.751 -0.150
C 4.455 -1.143 1.954
H 3.378 -4.470 2.393
H 2.373 -3.114 1.821
H 3.364 -2.944 3.212
H 4.979 -0.471 1.302
H 4.868 -1.281 2.971
H 3.388 -0.887 2.067
C -0.627 2.618 0.483
S -0.581 0.791 0.619
O -1.135 0.261 -0.621
C 1.250 0.618 0.524
H -1.650 2.913 0.422
H -0.068 2.969 -0.390
H -0.098 2.878 1.442
H 1.561 -0.451 0.438
H 1.594 1.047 1.452
H 1.596 1.196 -0.337
C 5.523 1.161 -2.951
S 4.988 -0.124 -1.829
O 4.703 0.676 -0.560
C 3.402 -0.416 -2.656
H 5.553 0.667 -3.905
H 6.563 1.410 -2.632
H 4.803 2.015 -2.815
H 2.704 -0.733 -1.871
H 3.469 -1.306 -3.394
H 3.062 0.486 -3.137
N 3.670 3.120 1.181
C 4.496 2.945 2.236
C 4.655 4.133 2.869
C 3.950 5.108 2.108
C 3.201 4.439 1.138
H 3.474 2.368 0.484
H 5.003 2.030 2.469
H 5.353 4.417 3.648
H 3.896 6.144 2.296
H 2.611 4.776 0.282
N -4.709 0.348 2.838
C -5.770 1.199 3.087
C -5.385 2.328 3.744
C -3.919 2.227 3.819
C -3.606 1.014 3.230
H -4.739 -0.522 2.340
H -6.725 0.955 2.683
H -6.137 3.051 3.960
H -3.189 2.895 4.242
H -2.659 0.603 3.116
N 1.862 2.476 3.793
C 1.071 1.410 4.063
C -0.229 1.866 4.416
C -0.176 3.254 4.345
C 1.151 3.641 4.026
H 2.815 2.447 3.480
H 1.465 0.417 3.998
H -0.875 1.223 4.943
H -0.982 3.955 4.652
H 1.551 4.644 3.867
N -3.273 -0.774 -4.144
C -3.748 -1.827 -3.377
C -2.903 -2.932 -3.520
C -1.835 -2.512 -4.401
C -2.104 -1.192 -4.753
H -3.471 0.195 -3.907
H -4.637 -1.730 -2.703
H -2.932 -3.879 -2.958
H -1.048 -3.197 -4.773
H -1.572 -0.507 -5.429
N 0.667 1.163 -4.173
C 1.178 2.205 -3.457
C 2.270 2.746 -4.184
C 2.388 1.960 -5.353
C 1.396 1.016 -5.358
H -0.186 0.673 -3.988
H 0.734 2.403 -2.532
H 2.782 3.692 -3.959
H 3.115 2.012 -6.202
H 1.212 0.345 -6.170
N -3.317 1.917 -2.148
C -3.359 2.660 -3.265
C -4.628 2.860 -3.653
C -5.447 2.233 -2.611
C -4.572 1.664 -1.671
H -2.544 1.512 -1.641
H -2.433 2.865 -3.799
H -4.953 3.434 -4.547
H -6.494 2.168 -2.685
H -4.690 1.127 -0.701
N -2.982 -1.925 0.011
C -4.367 -1.842 0.316
C -4.707 -3.135 0.677
C -3.585 -3.946 0.580
C -2.514 -3.205 0.159
H -2.451 -1.118 -0.230
H -4.973 -0.943 0.341
H -5.709 -3.465 0.887
H -3.507 -5.011 0.719
H -1.532 -3.527 -0.068
*
```

For the energy relative to the best compared isomer or geometry (same formula, charge and spin), the calculation gives 0.00 kJ/mol. The value obtained for the calculated total energy is -4237.129200 Eh. The lowest unoccupied orbital energy is 0.325 eV. The HOMO-LUMO gap is 8.16 eV.

Atomic partial charges in e from the Löwdin method, atoms 1 to 2: C -0.245; S 0.838

3.
# C4H10S

2 unconnected molecules or ions with the total composition C4H10S (ωB97M-V with the def2-TZVPD basis set, the OMol25 dataset).

The geometry in ORCA input format:
```
! wB97M-V def2-TZVPD RIJCOSX def2/J DEFGRID3
* xyz 0 1
C -1.008 -2.257 1.308
C -1.678 -2.072 2.433
H -1.436 -2.509 0.344
H 0.079 -2.224 1.349
H -2.647 -2.518 2.628
H -1.212 -1.533 3.248
C 1.601 1.330 -2.099
C 0.410 1.362 -1.166
S 0.866 2.140 0.448
H 1.766 2.265 -2.625
H 2.487 1.204 -1.472
H 1.588 0.474 -2.773
H 0.084 0.365 -0.876
H -0.477 1.866 -1.543
H -0.424 2.108 0.797
*
```

For the energy relative to the best compared isomer or geometry (same formula, charge and spin), the calculation gives 147.02 kJ/mol. The value obtained for the calculated total energy is -556.525995 Eh. The lowest unoccupied orbital energy is 0.950 eV. The HOMO-LUMO gap is 9.89 eV.

Atomic partial charges in e from the natural (NBO) method, atoms 1 to 2: C -0.390; C -0.384

4.
# C6H10NO2P

A single C6H10NO2P molecule (ωB97M-V with the def2-TZVPD basis set, the OMol25 dataset).

The geometry in ORCA input format:
```
! wB97M-V def2-TZVPD RIJCOSX def2/J DEFGRID3
* xyz 0 3
C 0.931 0.294 0.797
C 0.150 -1.059 0.733
C -0.065 1.506 0.504
C -0.424 -1.352 -0.703
C -0.796 1.248 -0.832
C -0.946 -0.101 -1.341
N -2.120 0.733 -0.859
O -3.946 -0.801 -0.083
O -4.287 0.479 0.511
P -2.714 -0.029 0.530
H 1.487 0.261 1.664
H 1.689 0.408 -0.054
H 0.852 -1.845 1.163
H -0.747 -1.102 1.345
H -0.751 1.422 1.259
H 0.271 2.512 0.419
H 0.392 -1.514 -1.333
H -1.105 -2.124 -0.834
H -0.760 1.957 -1.655
H -0.869 -0.285 -2.450
*
```

For the energy relative to the best compared isomer or geometry (same formula, charge and spin), the calculation gives 418.74 kJ/mol. The value obtained for the calculated total energy is -780.899847 Eh. The lowest unoccupied orbital energy (alpha / beta) is 0.741 / -3.083 eV. The HOMO-LUMO gap (alpha / beta) is 6.14 / 6.52 eV.

Atomic partial charges in e from the natural (NBO) method, atoms 1 to 2: C -0.390; C -0.417

| no. | strongest force on any atom (eV/A) |
| --- | --- |
| 1 | 2.518 |
| 2 | 3.282 |
| 3 | 0.973 |
| 4 | 4.412 |